A.
Molecular formula: C8H8N2O2
Method: DFT, wB97M-V/def2-TZVPD

Results
**Lowest unoccupied orbital energy (alpha / beta)**: -1.40 / -1.40 eV
**Frontier orbital gap (alpha / beta)**: 7.3 / 7.3 eV

The geometry in XYZ format:
```
20
C8H8N2O2, DFT wB97M-V/def2-TZVPD
C 0.3473 -2.1224 0.3500
C 0.8946 -0.7034 0.3316
C 1.3995 -0.0740 -0.8364
C 1.4627 1.2645 -0.8168
C 0.7229 2.1097 0.0956
C -0.5214 1.7589 0.4547
C -1.0800 0.3482 0.2747
C -1.4444 -0.2758 1.4268
N -1.8748 -0.7765 2.3813
N -1.6925 -0.0176 -0.9388
O -2.2101 -1.1035 -0.9235
O -1.5433 0.6871 -1.8977
H -0.2226 -2.3320 -0.5023
H -0.1689 -2.5358 1.1935
H 1.3231 -2.6115 0.2418
H 1.1856 -0.1667 1.3041
H 1.6258 -0.7541 -1.6475
H 1.9553 1.8015 -1.5987
H 1.1442 3.1267 0.2044
H -1.3029 2.3765 0.9031
```

Atomic partial charges in e from the Mulliken method, atoms 1 to 6:
1 C -1.461
2 C 0.236
3 C -0.459
4 C -0.093
5 C -0.579
6 C -0.470

B.
Molecular formula: C8H8N2O2
Method: DFT, wB97M-V/def2-TZVPD

Results
**Lowest unoccupied orbital energy**: 0.60 eV
**Frontier orbital gap**: 8.1 eV

The geometry in XYZ format:
```
20
C8H8N2O2, DFT wB97M-V/def2-TZVPD
C -3.6127 -0.9523 0.2048
O -2.8389 0.2361 -0.2837
C -1.4864 0.2165 -0.3911
C -0.9304 1.6121 -0.0093
C 0.3675 2.0234 0.2324
C 1.0247 0.8291 -0.1063
O 2.3600 0.8018 -0.0717
C 2.7912 -0.4375 -0.0904
N 4.2138 -0.4362 0.0929
N 1.8639 -1.3050 0.2618
C 0.7549 -0.6447 0.0657
C -0.5963 -0.8696 -0.1429
H -4.7307 -0.4850 0.3243
H -3.3400 -1.1512 1.2245
H -3.6876 -1.9042 -0.6058
H -1.7361 2.3712 0.4051
H 1.0793 2.8594 0.3400
H 4.7426 0.2899 -0.6767
H 4.6369 -1.1902 -0.6685
H -0.8759 -1.8633 -0.1051
```

Atomic partial charges in e from the Mulliken method, atoms 1 to 6:
1 C -0.718
2 O -0.350
3 C 0.257
4 C -0.081
5 C -0.852
6 C 0.621

Stability, lowest: A

A.
Molecular formula: C2H6N2SSi
Method: DFT, wB97M-V/def2-TZVPD

Results
**Lowest unoccupied orbital energy**: 0.48 eV
**Frontier orbital gap**: 9.0 eV

The geometry in XYZ format:
```
12
C2H6N2SSi, DFT wB97M-V/def2-TZVPD
S 0.3036 -1.7956 2.8191
C 0.1452 -0.9551 1.3817
C 1.1863 -0.0095 0.8665
N 0.6561 0.6147 -0.3462
Si -0.9223 0.0206 -0.7730
N -0.9882 -0.9494 0.5983
H 1.3879 0.7440 1.6439
H 1.9721 -0.5969 0.5734
H 1.1032 1.4794 -0.8376
H -1.2848 -0.5457 -2.0406
H -1.8324 1.1271 -0.8965
H -1.6790 -1.6725 0.5904
```

Atomic partial charges in e from the Mulliken method, atoms 1 to 6:
1 S -0.305
2 C -0.021
3 C -0.191
4 N -0.267
5 Si 0.073
6 N -0.089

B.
Molecular formula: C2H6N2SSi
Method: DFT, wB97M-V/def2-TZVPD

Results
**Lowest unoccupied orbital energy**: 0.79 eV
**Frontier orbital gap**: 10.0 eV

The geometry in XYZ format:
```
12
C2H6N2SSi, DFT wB97M-V/def2-TZVPD
C -1.0169 -0.1687 0.1303
C -0.2040 1.1305 0.1044
N -0.4088 -1.2821 0.1506
N 1.1499 0.7710 0.0034
Si 1.3147 -0.9975 -0.0845
S -2.7620 -0.0935 -0.1441
H -0.2935 1.8833 -0.6963
H -0.4521 1.5258 1.1031
H -3.0964 -1.3687 0.3815
H 1.6007 1.3789 -0.6492
H 2.3464 -1.3877 1.0713
H 1.8220 -1.3915 -1.3703
```

Atomic partial charges in e from the Mulliken method, atoms 1 to 6:
1 C 0.431
2 C -0.329
3 N -0.512
4 N -0.361
5 Si 0.205
6 S -0.281

Stability, lowest: B